C6H12 in the gas phase, computed with ωB97M-V with the def2-TZVPD basis set.

Each line ends with the Mulliken charge.
Geometry (Å):
1 C 1.05973 0.21774 -1.31716  -1.560
2 C 0.29679 0.80878 -0.12981  0.273
3 C -1.11381 1.20988 -0.54980  -0.501
4 C -1.69421 -0.14726 -0.19969  -0.989
5 C -0.19564 -0.22003 0.89304  -0.102
6 C 0.79335 -1.36710 1.23918  -1.410
7 H 2.02614 -0.19855 -1.01679  0.369
8 H 0.48565 -0.57006 -1.82172  0.349
9 H 1.24816 1.00706 -2.05422  0.403
10 H 0.88720 1.59911 0.33390  0.348
11 H -1.50974 1.96472 0.15043  0.246
12 H -1.21040 1.62269 -1.56315  0.337
13 H -1.09670 -1.05613 -0.14371  0.485
14 H -2.64875 -0.14031 0.32062  0.259
15 H -0.58701 0.20173 1.80491  0.409
16 H 1.15635 -1.95119 0.38207  0.350
17 H 1.69518 -0.90801 1.68898  0.341
18 H 0.40769 -2.07306 1.98292  0.396

Forces on the atoms, in the same order (eV/Å):
C 0.086 -0.040 0.025
C 0.274 0.325 0.088
C 0.231 0.012 -0.077
C 1.048 -0.194 2.000
C -0.058 0.696 0.452
C -0.440 0.097 -0.139
H -0.088 0.040 -0.050
H 0.101 0.144 0.150
H -0.006 -0.122 0.133
H 0.175 0.130 -0.115
H 0.065 -0.245 -0.182
H -0.113 -0.288 0.070
H -0.956 -0.947 -2.467
H 0.217 -0.457 0.073
H 0.290 0.495 0.324
H -0.301 0.209 0.061
H -0.419 -0.016 -0.192
H -0.105 0.160 -0.153

The SMILES is C[C@@H]1CC[C@@H]1C. The energy above the lowest of the compared OMol25 structures with the same formula, charge and spin is 81.2 kcal/mol. The calculation puts the strongest force on any atom at 2.810 eV Å⁻¹. The calculation puts the frontier orbital gap at 9.196 eV.